(1)
This record from the Open Molecules 2025 dataset describes the ion C7H9N2O2 with charge +1. The level of theory is the ωB97M-V functional and the def2-TZVPD basis.

Energy above the lowest of the compared OMol25 structures with the same formula, charge and spin: 84.25 kcal/mol
Spin multiplicity: 1
Gap between HOMO and LUMO: 9.050 eV
Total charge: +1

XYZ file:
```
20
C7H9N2O2 | the Open Molecules 2025 dataset | the ωB97M-V functional and the def2-TZVPD basis
N 1.35 1.98 -0.65
C 0.35 1.20 0.46
O 1.22 0.52 1.19
C 1.13 -0.88 0.95
C 1.22 -1.26 -0.52
C -0.20 -0.97 -0.14
C -1.38 -1.75 -0.09
C -2.40 -0.86 0.07
C -2.00 0.50 0.04
O -2.55 1.57 0.03
N -0.60 0.40 -0.11
H 1.99 2.47 -0.01
H 0.57 2.41 -1.19
H 1.79 1.13 -0.99
H -0.17 2.03 1.06
H 1.43 -1.53 1.76
H 1.81 -0.65 -1.15
H 1.50 -2.38 -0.60
H -1.57 -2.74 -0.17
H -3.49 -1.19 0.06
```

=====

(2)
This record from the Open Molecules 2025 dataset describes the ion C7H9N2O2 with charge +1. The level of theory is the ωB97M-V functional and the def2-TZVPD basis.

Energy above the lowest of the compared OMol25 structures with the same formula, charge and spin: 127.74 kcal/mol
Spin multiplicity: 1
Gap between HOMO and LUMO: 8.322 eV
Total charge: +1

XYZ file:
```
20
C7H9N2O2 | the Open Molecules 2025 dataset | the ωB97M-V functional and the def2-TZVPD basis
C 2.42 -0.36 -0.18
C 2.18 1.22 -0.18
O 2.95 1.92 -0.88
O 1.19 1.92 0.59
C -0.09 1.95 -0.07
N -0.74 0.58 0.18
C -1.57 0.15 -0.90
C -2.28 -1.25 -0.71
C -1.88 -1.92 0.62
C -0.94 -1.23 1.63
N -0.42 0.04 1.34
H 2.84 -0.61 -1.22
H 3.19 -0.66 0.60
H 1.48 -0.99 -0.06
H -0.77 2.80 0.25
H 0.14 2.01 -1.21
H -1.73 0.77 -1.85
H -2.99 -1.67 -1.49
H -2.31 -2.94 0.91
H -0.65 -1.73 2.63
```

=====

(3)
This record from the Open Molecules 2025 dataset describes a cluster of 2 separate species, C7H9N2O2 in total. The level of theory is the ωB97M-V functional and the def2-TZVPD basis.

Energy above the lowest of the compared OMol25 structures with the same formula, charge and spin: 79.35 kcal/mol
Spin multiplicity: 3
Gap between HOMO and LUMO (alpha / beta): 7.837 / 4.558 eV
Total charge: +1

XYZ file:
```
20
C7H9N2O2 | the Open Molecules 2025 dataset | the ωB97M-V functional and the def2-TZVPD basis
C -2.89 -0.65 -0.83
C -2.15 0.26 -1.53
C -2.58 -1.13 0.44
C -1.13 0.93 -0.84
C -1.62 -0.53 1.17
C -0.85 0.55 0.56
C 0.33 0.90 1.16
N 4.30 -0.11 -0.86
N 3.11 0.28 -0.63
O 5.16 -0.70 0.04
O 2.67 0.15 0.54
H -3.79 -0.92 -1.46
H -2.63 0.59 -2.46
H -3.12 -1.86 0.95
H -0.71 1.88 -1.20
H -1.28 -0.92 2.19
H 1.10 1.61 0.76
H 0.61 0.31 2.00
H 4.70 -0.23 -1.79
H 4.73 -0.57 0.94
```

=====

(4)
This record from the Open Molecules 2025 dataset describes a cluster of 2 separate species, C7H9N2P in total. The level of theory is the ωB97M-V functional and the def2-TZVPD basis.

Energy above the lowest of the compared OMol25 structures with the same formula, charge and spin: 80.35 kcal/mol
Spin multiplicity: 1
Gap between HOMO and LUMO (alpha / beta): 5.740 / 8.066 eV
Total charge: 0

XYZ file:
```
19
C7H9N2P | the Open Molecules 2025 dataset | the ωB97M-V functional and the def2-TZVPD basis
C 0.27 -2.91 1.90
C -0.11 -3.02 -0.56
C -1.08 1.68 -0.27
C 0.04 1.63 -1.26
C -0.42 1.26 0.99
C 0.71 0.28 -0.95
C 0.54 0.13 0.54
N 1.15 -3.19 2.58
N 0.65 -3.34 -1.37
P -1.11 -2.56 0.88
H -1.32 2.70 -0.17
H -2.01 1.09 -0.62
H -0.25 1.77 -2.31
H 0.67 2.46 -1.05
H 0.31 1.96 1.44
H -0.96 0.86 1.89
H 0.06 -0.41 -1.49
H 1.77 0.10 -1.33
H 1.08 -0.49 1.16
```

=====

(5)
This record from the Open Molecules 2025 dataset describes the molecule C7H9N3. The level of theory is the ωB97M-V functional and the def2-TZVPD basis.

Energy above the lowest of the compared OMol25 structures with the same formula, charge and spin: 133.95 kcal/mol
Spin multiplicity: 1
Gap between HOMO and LUMO (alpha / beta): 8.572 / 8.573 eV
Total charge: 0

XYZ file:
```
19
C7H9N3 | the Open Molecules 2025 dataset | the ωB97M-V functional and the def2-TZVPD basis
C 2.49 1.42 1.24
C 1.34 0.74 0.88
C -0.92 0.04 0.62
C -0.67 -0.49 -0.55
C 0.77 -0.53 -1.18
C -1.83 0.39 1.67
C -1.74 -1.23 -1.37
N 3.43 1.16 0.28
N 2.97 0.45 -0.67
N 1.64 0.25 -0.35
H 2.62 2.11 2.02
H 1.14 -1.64 -1.37
H 0.74 -0.15 -2.19
H -2.75 0.83 1.13
H -1.42 1.27 2.24
H -2.13 -0.41 2.37
H -1.77 -0.63 -2.23
H -2.63 -1.44 -0.89
H -1.29 -2.16 -1.67
```

=====

(6)
This record from the Open Molecules 2025 dataset describes a structure of composition C7H9N3O2Pd. The level of theory is the ωB97M-V functional and the def2-TZVPD basis.

Spin multiplicity: 1
Gap between HOMO and LUMO: 4.350 eV
Total charge: +2

XYZ file:
```
22
C7H9N3O2Pd | the Open Molecules 2025 dataset | the ωB97M-V functional and the def2-TZVPD basis
N 0.13 2.48 -0.97
C -1.18 2.40 -0.27
O -1.33 1.27 0.63
C -0.27 1.20 1.57
O 0.20 2.27 2.02
N 0.28 -0.11 2.10
C 0.29 -1.01 0.89
C 1.08 -0.47 -0.34
C 1.06 -1.37 -1.63
C 0.26 -2.72 -1.52
C -0.43 -3.04 -0.15
N -0.44 -2.25 1.02
H 0.32 3.48 -1.21
H 0.07 2.00 -1.89
H -2.00 2.36 -1.09
H -1.33 3.37 0.30
H -0.49 -0.46 2.73
H 1.64 0.52 -0.27
H 1.59 -1.00 -2.56
H 0.23 -3.40 -2.44
H -0.98 -4.05 -0.09
Pd 1.31 -1.47 3.17
```

=====

(7)
This record from the Open Molecules 2025 dataset describes the molecule C7H9N3O2S3. The level of theory is the ωB97M-V functional and the def2-TZVPD basis.

Energy above the lowest of the compared OMol25 structures with the same formula, charge and spin: 0.00 kcal/mol
Spin multiplicity: 1
Gap between HOMO and LUMO: 7.173 eV
Total charge: 0

XYZ file:
```
24
C7H9N3O2S3 | the Open Molecules 2025 dataset | the ωB97M-V functional and the def2-TZVPD basis
C 1.30 0.43 0.83
C 1.42 -1.75 0.70
C 0.39 -3.41 -0.63
C 0.63 1.70 0.58
C 0.24 1.62 -1.97
C -2.34 0.77 1.27
C -0.42 1.74 -0.61
N 0.73 -0.77 0.37
N 2.24 0.27 1.72
N 1.30 -3.04 0.27
O -0.35 -2.76 -1.29
O -2.83 1.18 -1.31
S 0.85 3.06 1.50
S 2.71 -1.28 1.91
S -1.81 0.43 -0.53
H 0.57 -4.46 -0.82
H 0.90 2.46 -2.00
H 0.82 0.61 -2.15
H -0.36 1.67 -2.86
H -2.77 1.67 1.29
H -1.48 0.87 2.03
H -2.95 -0.04 1.58
H -0.84 2.70 -0.35
H 2.07 -3.66 0.47
```

=====

(8)
This record from the Open Molecules 2025 dataset describes the molecule C7H9N3S. The level of theory is the ωB97M-V functional and the def2-TZVPD basis.

Energy above the lowest of the compared OMol25 structures with the same formula, charge and spin: 146.13 kcal/mol
Spin multiplicity: 1
Gap between HOMO and LUMO (alpha / beta): 7.103 / 7.070 eV
Total charge: 0

XYZ file:
```
20
C7H9N3S | the Open Molecules 2025 dataset | the ωB97M-V functional and the def2-TZVPD basis
C 2.90 -0.66 -1.07
C 1.63 -0.96 -0.61
C 3.49 0.43 -0.46
C 1.17 -0.05 0.42
C -2.16 -0.76 -0.17
C -1.14 -0.97 1.03
C -0.07 0.02 1.17
N -2.26 0.40 -0.65
N -1.30 1.28 -0.49
N -1.54 2.56 -0.17
S 2.42 1.16 0.72
H 3.22 -1.33 -1.81
H 0.88 -1.70 -0.92
H 4.39 0.96 -0.53
H -2.70 -1.53 -0.49
H -1.95 -1.05 1.93
H -0.90 -2.03 0.79
H -0.06 0.80 1.79
H -1.57 3.11 -1.01
H -2.30 2.63 0.43
```

=====

(9)
This record from the Open Molecules 2025 dataset describes the molecule C7H9N3S. The level of theory is the ωB97M-V functional and the def2-TZVPD basis.

Energy above the lowest of the compared OMol25 structures with the same formula, charge and spin: 63.12 kcal/mol
Spin multiplicity: 1
Gap between HOMO and LUMO: 9.582 eV
Total charge: 0

XYZ file:
```
20
C7H9N3S | the Open Molecules 2025 dataset | the ωB97M-V functional and the def2-TZVPD basis
C -0.37 -0.53 -1.78
C 0.35 -0.16 -0.47
C 1.61 -0.94 -0.31
C 0.53 1.36 -0.50
C -0.57 -0.45 0.66
N -1.21 -1.67 0.69
N -1.89 -1.86 1.76
S -1.99 -0.55 2.69
C -0.92 0.39 1.75
C -0.73 1.74 1.99
N -0.76 2.90 2.16
H 0.21 -0.36 -2.80
H -0.65 -1.59 -1.81
H -1.22 0.09 -1.92
H 2.22 -0.75 -1.14
H 2.06 -0.86 0.73
H 1.43 -2.08 -0.36
H 0.83 1.77 -1.43
H -0.28 1.99 -0.08
H 1.33 1.56 0.17
```

=====

(10)
This record from the Open Molecules 2025 dataset describes a cluster of 3 separate species, C7H9N5S in total. The level of theory is the ωB97M-V functional and the def2-TZVPD basis.

Energy above the lowest of the compared OMol25 structures with the same formula, charge and spin: 93.04 kcal/mol
Spin multiplicity: 1
Gap between HOMO and LUMO: 7.766 eV
Total charge: 0

XYZ file:
```
22
C7H9N5S | the Open Molecules 2025 dataset | the ωB97M-V functional and the def2-TZVPD basis
C -2.65 1.60 1.67
C -2.30 0.36 1.97
C -2.03 2.36 0.72
C -1.47 -0.35 1.13
C 1.10 -0.05 -2.37
C -1.18 1.69 -0.21
C -1.04 0.37 0.07
N 1.67 -1.08 -2.98
N 1.40 -2.17 -2.23
N 0.65 -1.84 -1.27
N 0.39 -0.57 -1.31
N 2.89 -2.46 1.38
S 1.63 1.60 -2.74
H -3.44 2.03 2.33
H -2.79 -0.12 2.88
H -2.03 3.46 0.88
H -1.33 -1.39 1.29
H -0.48 2.27 -0.79
H 2.50 0.96 -3.59
H 3.32 -2.92 0.53
H 3.28 -1.47 1.35
H 1.88 -2.29 1.27
```

=====

(11)
This record from the Open Molecules 2025 dataset describes the ion C7H9N6 with charge +1. The level of theory is the ωB97M-V functional and the def2-TZVPD basis.

Energy above the lowest of the compared OMol25 structures with the same formula, charge and spin: 6.34 kcal/mol
Spin multiplicity: 1
Gap between HOMO and LUMO (alpha / beta): 7.406 / 7.207 eV
Total charge: +1

XYZ file:
```
22
C7H9N6 | the Open Molecules 2025 dataset | the ωB97M-V functional and the def2-TZVPD basis
C -2.71 1.24 -0.05
C -2.00 2.43 0.06
C -0.61 -0.04 0.42
C -2.04 0.03 0.09
C -0.05 1.23 0.15
C 2.08 0.18 0.05
C 0.15 -1.20 0.57
N -0.65 2.38 -0.04
N -2.58 -1.16 -0.28
N 1.38 1.29 0.17
N -2.01 -2.28 -0.15
N 1.50 -1.03 0.20
N 3.40 0.11 -0.32
H -3.72 1.08 -0.15
H -2.29 3.49 0.11
H 0.08 -2.02 1.17
H -3.33 -1.23 -1.06
H 1.88 2.11 -0.16
H -1.72 -2.73 0.70
H 1.96 -1.86 0.47
H 3.79 0.87 -0.82
H 3.69 -0.75 -0.77
```

=====

(12)
This record from the Open Molecules 2025 dataset describes the molecule C7H9NO. The level of theory is the ωB97M-V functional and the def2-TZVPD basis.

Energy above the lowest of the compared OMol25 structures with the same formula, charge and spin: 104.05 kcal/mol
Spin multiplicity: 1
Gap between HOMO and LUMO: 10.283 eV
Total charge: 0

XYZ file:
```
18
C7H9NO | the Open Molecules 2025 dataset | the ωB97M-V functional and the def2-TZVPD basis
C -1.80 -2.58 0.03
C -1.27 -1.65 -0.50
C -0.52 -0.47 -0.87
N -0.65 0.75 -0.11
C -1.64 1.52 0.34
O -2.83 1.42 0.06
C 0.64 0.15 -0.11
C 1.69 1.02 -0.88
C 1.14 -0.43 1.26
H -2.52 -3.36 0.45
H -0.65 -0.58 -1.99
H -1.16 2.33 0.93
H 2.64 0.90 -0.45
H 1.30 2.07 -0.82
H 1.67 0.72 -1.88
H 1.78 -1.16 0.82
H 0.41 -0.95 1.93
H 1.77 0.30 1.79
```

=====

What is the total charge in the sixth record?
+2

=====

Which of these has the highest spin multiplicity?
number 3